1.
Density functional theory data (ωB97M-V/def2-TZVPD) for a structure of composition C38H51Cl3CoN2O3SbSi.

Geometry (Å):
H1 1.06839 -0.39879 5.58253
C1 1.96398 -4.78000 -2.69481
H2 -5.05565 -1.45624 2.45493
C2 -0.05881 1.59569 3.91350
C3 -3.95753 -2.79891 3.78377
C4 -1.26812 3.01738 5.44801
C5 0.70399 4.89863 1.03947
C6 0.28906 0.71921 -5.51288
H3 -2.34471 1.15108 -4.44075
C7 -0.66207 -3.92811 -2.12143
Cl1 3.87099 -2.25969 -0.82332
H4 -3.13463 2.17258 -3.17848
C8 1.78248 -0.99539 5.02309
H5 -4.09063 0.94218 -4.11239
C9 -0.07712 1.90848 -2.51535
H6 -0.22357 4.79114 6.14826
H7 0.44275 5.87690 0.60283
H8 -1.94210 -1.24765 -3.90377
N1 -2.76661 0.16776 -2.64964
H9 -0.98099 1.30198 -2.43359
H10 0.55857 2.52330 0.00391
O1 -3.26022 -0.39742 -0.45814
C10 -4.08639 -1.74039 2.87658
H11 2.41044 -5.28130 0.39253
H12 -0.69819 -4.34910 -3.16058
H13 1.05155 0.72774 -7.55121
H14 1.04184 5.05529 2.08351
H15 1.52661 4.44704 0.45870
Sb1 0.06736 -0.08467 2.55768
H16 -3.62723 -1.58877 -3.41965
H17 -3.03667 -0.19375 1.76729
C11 2.87633 -1.57309 5.67676
C12 -3.11359 1.17612 -3.65174
C13 2.31073 2.05206 -2.61835
C14 1.58541 -1.20810 3.65379
H18 2.27671 -2.37029 1.94584
C15 -2.94302 -1.00682 2.48885
H19 3.02333 -4.52429 -2.88641
H20 0.97990 -1.68002 -6.47518
Cl2 0.38119 -2.22235 0.04819
H21 -2.16747 3.24579 6.01738
H22 0.93602 -4.79438 1.22232
C16 0.09722 0.72095 -6.99833
H23 -1.54040 4.17084 2.79253
C17 2.23370 3.42651 -2.40158
H24 3.01868 -1.37806 6.73499
C18 1.33043 -5.09350 0.24759
H25 2.38612 -0.31514 -3.39625
C19 -0.18131 3.88768 5.52869
H26 3.27865 1.54185 -2.72802
Si1 0.99239 -3.86028 -1.23940
H27 1.93085 -5.83975 -2.34034
H28 -2.05998 1.20266 4.60871
H29 0.92395 5.14949 -2.25764
H30 -0.45362 1.61543 -7.30845
C20 0.87846 -0.27096 -4.82161
H31 -2.60079 -3.97916 4.98739
C21 -1.68697 -1.34977 3.00260
H32 -1.14157 3.77767 -2.33618
H33 -2.50921 3.88795 1.31782
H34 1.85779 4.25836 4.87672
C22 0.98555 3.59414 4.80892
C23 1.22728 -1.61429 -5.40328
H35 -2.62926 1.46722 -1.03305
C24 0.99299 4.06883 -2.32661
H36 -1.78078 5.49159 1.62020
Cl3 2.40627 0.90681 0.88810
H37 0.66706 -2.40342 -4.86849
C25 1.04742 2.44221 4.00578
H38 -1.42911 -4.46092 -1.51208
C26 2.44384 -2.10225 2.99448
C27 1.27728 -0.14230 -3.31948
C28 -2.90078 0.41897 -1.30679
N2 -0.46572 4.02185 0.98935
H39 4.64663 -2.77406 5.47020
C29 -0.32982 2.73593 0.62940
H40 1.37841 -4.73470 -3.63909
C30 -1.65195 4.41604 1.73194
C31 -2.69851 -3.15728 4.27568
H41 -2.30701 -1.80273 -2.23378
H42 4.24578 -3.28594 3.06288
C32 -1.55643 -2.44981 3.85176
H43 -0.56164 -2.74363 4.20142
C33 3.57254 -2.63629 3.63160
H44 -0.83207 -2.84491 -2.21068
H45 1.96949 2.22484 3.45709
C34 -0.16028 3.29742 -2.38444
H46 -4.84018 -3.35166 4.10181
H47 -0.48263 -0.15072 -7.33961
H48 3.16071 3.98227 -2.35051
C35 -1.21152 1.87222 4.64795
O2 0.81592 -1.14296 -2.49749
C36 1.15447 1.29604 -2.75993
H49 2.30581 -1.83505 -5.27840
C37 3.78403 -2.36222 4.98395
O3 -1.12848 1.82505 0.96331
H50 0.83328 -6.00917 -0.11199
C38 -2.65815 -1.20771 -3.07707
H51 -0.01620 1.61445 -4.99250
Co1 2.31902 -0.90743 -0.52191

Force components x, y, z for each atom (eV/Å):
H 0.2 0.1 0.0
C 0.6 0.6 0.3
H 0.4 -0.2 0.2
C 0.1 -0.2 -0.2
C 0.2 0.3 -0.2
C 0.1 0.1 0.1
C 0.0 0.1 -0.3
C 0.7 -0.7 0.3
H -0.3 0.2 0.2
C -0.7 -0.3 0.0
Cl 1.3 -1.1 -0.2
H -0.1 -0.4 -0.3
C 0.1 -0.1 -0.2
H 0.3 0.2 0.3
C -0.2 0.2 0.0
H 0.0 -0.4 -0.3
H 0.2 -0.3 0.1
H 0.0 -0.1 0.1
N -0.4 0.2 0.8
H 0.6 0.2 -0.4
H -0.3 0.1 0.5
O 0.8 0.7 -1.0
C 0.7 0.3 -0.1
H -0.4 0.0 -0.3
H 0.4 0.2 1.1
H -0.3 -0.1 0.2
H -0.2 -0.2 -0.4
H -0.4 0.2 0.3
Sb -0.2 -0.7 1.1
H 0.0 -0.1 0.0
H 0.0 -0.3 0.2
C -0.3 0.2 0.0
C 0.5 -0.3 0.2
C 0.1 0.1 -0.2
C 0.2 -0.4 -0.1
H 0.1 0.2 0.4
C -0.3 -0.1 0.2
H -0.6 -0.1 0.1
H 0.1 0.0 0.4
Cl 0.2 0.5 0.5
H 0.1 -0.1 -0.1
H -0.2 0.0 -0.3
C -0.4 -0.1 -0.5
H -0.1 0.0 0.0
C -0.1 0.0 0.1
H 0.0 -0.1 -0.1
C 0.1 0.6 -0.8
H -0.1 0.5 -0.2
C 0.4 -0.1 -0.3
H -0.4 0.4 0.0
Si -0.1 -2.9 -0.9
H 0.0 0.7 -0.1
H -0.1 0.0 -0.1
H 0.1 -0.1 0.0
H 0.1 -0.1 0.0
C -0.7 0.5 0.8
H 0.0 0.2 -0.3
C -0.2 0.4 -0.2
H 0.3 -0.1 0.1
H 0.0 0.0 0.1
H -0.4 -0.3 0.0
C -0.1 -0.2 0.0
C 0.1 -0.2 -0.2
H -0.4 -0.4 -0.1
C 0.4 -0.3 -0.3
H -0.1 0.0 0.0
Cl -0.1 -0.2 0.0
H 0.3 0.3 -0.1
C 0.1 0.5 0.2
H 0.2 0.7 -0.3
C 0.3 0.2 -0.3
C 1.3 -0.2 -0.3
C -0.7 -0.2 0.2
N 0.2 -0.3 0.2
H 0.2 -0.1 0.3
C -0.2 -0.8 0.3
H 0.5 0.2 0.7
C 0.2 0.0 0.0
C 0.3 0.4 -0.4
H -0.2 0.2 -0.3
H -0.2 0.3 0.3
C 0.0 -0.2 0.4
H -0.4 0.0 0.0
C -0.6 0.0 0.0
H -0.4 -0.5 0.0
H -0.3 0.1 0.1
C -0.2 -0.3 0.1
H 0.2 0.1 -0.1
H 0.2 0.2 0.0
H 0.0 0.2 0.1
C 0.2 0.3 0.1
O 0.4 0.2 1.4
C -0.2 -0.6 -0.4
H -0.5 0.1 0.0
C -0.3 0.1 -0.6
O 0.7 1.0 -0.4
H 0.3 0.1 0.4
C -0.3 0.1 -0.2
H 0.2 0.2 0.1
Co -2.5 1.1 -1.1

Its charge is 0. As for the frontier orbital gap (spin up / spin down): 0.3027 / 0.1893 Ha. As for the multiplicity: 5. The HOMO energy (spin up / spin down) is -7.7 / -7.7 eV. The energy relative to the best compared isomer or geometry (same formula, charge and spin) comes out at 3.851 eV.

Results of the Löwdin charge analysis, in e, for atoms 1 through 6: number 1, H, carries 0.10; number 2, C, carries -0.19; number 3, H, carries 0.11; number 4, C, carries -0.36; number 5, C, carries -0.09; number 6, C, carries -0.09

***

2.
Density functional theory data (ωB97M-V/def2-TZVPD) for the ion C2H7N2 with charge +1.

Geometry (Å):
C1 0.41158 -0.96311 -0.02784
H1 0.71681 -1.69100 -0.80627
N1 0.77752 0.46851 -0.12708
N2 -1.22524 -0.54009 -0.22484
C2 -0.64851 0.79922 -0.06305
H2 0.81288 -1.40590 0.90531
H3 -0.84333 1.29774 0.93202
H4 -1.85996 -1.01515 0.53905
H5 -0.94517 1.47169 -0.83551
H6 1.39572 0.71719 0.68819
H7 1.40769 0.86090 -0.97998

Force components x, y, z for each atom (eV/Å):
C -2.3 -2.5 -0.7
H -0.1 1.1 0.0
N 3.7 0.8 -1.4
N 3.6 -2.4 1.7
C -2.3 1.9 2.4
H -0.9 0.5 -0.1
H 0.1 -0.4 -1.0
H 1.8 1.9 -1.5
H -0.1 0.5 -0.6
H -1.2 0.1 -0.7
H -2.3 -1.5 1.9

The structure (SMILES) is C1NC[NH2+]1. Its charge is +1. As for the frontier orbital gap: 0.3950 Ha. As for the multiplicity: 1. The HOMO energy is -14.8 eV. The energy relative to the best compared isomer or geometry (same formula, charge and spin) comes out at 3.257 eV.

Results of the Löwdin charge analysis, in e, for atoms 1 through 6: number 1, C, carries -0.04; number 2, H, carries 0.13; number 3, N, carries 0.05; number 4, N, carries 0.04; number 5, C, carries -0.21; number 6, H, carries 0.13